Below is a structure of composition C6H6N in a non-equilibrium geometry, with properties calculated with wB97M-V/def2-TZVPD.

Summary:
Energy relative to the best compared isomer or geometry (same formula, charge and spin) = 4.591 eV
Net charge = +1
Molar mass = 92.1 g mol⁻¹
Frontier orbital gap = 8.51 eV
Total energy = -7795.151 eV

CARTESIAN COORDINATES (ANGSTROEM)
C -0.88463 -0.65789 -1.16043
C -1.57098 0.07848 -0.37995
C 0.45793 -0.37163 -1.71275
C 0.75889 -0.65724 1.04174
C -0.00502 0.76842 0.91911
C 0.44339 -0.16894 -0.25210
N -1.48762 0.69548 0.75727
H 1.08904 -1.16787 -1.97456
H 0.57507 0.49294 -2.33841
H 1.74896 -0.36998 1.32486
H 0.46689 -1.52362 1.50383
H 0.56730 1.62755 0.98141
H -2.15923 1.25431 1.28997



Below is a cluster of 12 separate species, C49H89F3N2O24 in total in a non-equilibrium geometry, with properties calculated with wB97M-V/def2-TZVPD.

Summary:
Molar mass = 1147.2 g mol⁻¹
Frontier orbital gap = 5.27 eV
Total energy = -112520.614 eV

CARTESIAN COORDINATES (ANGSTROEM)
C 2.14254 -1.67760 -1.80615
C 1.05191 -1.84165 -0.70952
C 0.07097 -0.69738 -0.94277
N -1.18153 -0.53008 0.08988
C -0.57033 0.08793 1.40703
C -0.30393 1.60424 1.21635
C -1.43266 2.37712 0.47357
C -1.88265 1.74485 -0.87000
C -2.34385 0.31643 -0.53471
C -1.63236 -1.96992 0.46502
H 1.63954 -1.61121 -2.77086
H 2.70015 -2.61065 -1.72497
H 2.77269 -0.81120 -1.60524
H 1.45919 -1.95131 0.29557
H 0.55230 -2.78701 -0.92113
H -0.25925 -0.62943 -1.97932
H 0.56982 0.27176 -0.94764
H 0.34130 -0.36374 1.79819
H -1.22144 -0.23673 2.21866
H 0.41202 1.76268 0.40986
H 0.17663 2.09703 2.06152
H -1.24390 3.45064 0.47827
H -2.20069 2.37144 1.24700
H -1.06652 1.82904 -1.58760
H -2.73450 2.32550 -1.22398
H -2.82827 -0.21126 -1.35628
H -3.15279 0.33469 0.19562
H -2.64437 -1.78316 0.82424
H -0.95139 -2.40030 1.19929
H -1.67469 -2.55398 -0.45432
C -3.47092 -4.81007 5.39226
O -3.69487 -4.12279 4.09725
O -2.01624 -4.97575 5.44496
C -4.05576 -4.09361 6.64440
F -4.13440 -4.80805 7.79579
F -3.32328 -2.93677 6.94104
F -5.25889 -3.65284 6.33489
C -4.96471 -4.38220 3.40685
C -5.42066 -3.14078 2.69387
H -4.54504 -2.65473 2.26358
H -6.21561 -3.18214 1.94925
H -5.88061 -2.54484 3.48217
H -5.69825 -4.83182 4.07608
H -4.81724 -5.16200 2.65968
H -3.91250 -5.80517 5.33877
O 1.06884 3.63062 8.07250
C 1.88761 3.49950 7.14179
O 1.71864 3.14031 5.88171
C 0.49802 2.66263 5.45842
C 0.49919 1.20339 5.05939
C 3.31247 4.01564 7.48858
H 0.39262 3.30882 4.58696
H -0.41723 2.80883 6.03204
H -0.33012 0.93364 4.40549
H 0.23638 0.60634 5.93264
H 1.33811 0.88529 4.44042
H 4.08504 3.89098 6.72983
H 3.66277 3.71252 8.47524
H 3.23197 5.09907 7.57697
O 2.77192 0.98112 0.41334
C 3.43127 2.00587 0.44029
O 3.65362 2.84098 1.42940
C 3.30428 2.55574 2.71853
C 4.27980 3.25590 3.76485
C 3.87257 2.54521 -0.91628
H 3.51674 1.51740 2.97312
H 2.25272 2.83635 2.65869
H 4.18199 4.32001 3.54991
H 5.31801 2.92734 3.71719
H 4.00224 3.19484 4.81715
H 3.89142 3.61939 -1.10037
H 3.08800 2.35186 -1.64782
H 4.67708 1.91023 -1.28732
O -1.74658 4.90212 -1.93838
C -1.35878 5.82837 -2.63837
O -0.58365 5.56635 -3.79471
C -0.39188 4.19467 -4.16573
C 0.97143 3.54009 -3.74779
C -1.27091 7.26328 -2.20663
H -0.46236 4.32602 -5.24549
H -1.29918 3.65479 -3.89478
H 1.76572 4.22969 -4.03356
H 1.26086 2.63236 -4.27728
H 1.08880 3.37773 -2.67636
H -1.22488 7.88161 -3.10310
H -0.34377 7.44397 -1.66270
H -2.06805 7.66146 -1.57884
O -0.06822 0.81329 -5.33387
C -0.56474 0.05086 -6.17093
O 0.13506 -0.69934 -7.03688
C 1.56781 -0.64797 -7.13357
C 2.24975 -1.16951 -5.77446
C -2.11678 -0.13030 -6.21775
H 1.99145 0.31725 -7.41103
H 1.74471 -1.20820 -8.05170
H 3.33596 -1.08385 -5.74439
H 1.89130 -2.14649 -5.45023
H 2.03096 -0.36017 -5.07790
H -2.62322 0.40029 -5.41147
H -2.33806 -1.18824 -6.07671
H -2.55632 0.14381 -7.17680
O -2.01006 -1.92891 -3.33466
C -2.75687 -2.71641 -3.99593
O -2.24218 -3.70148 -4.78318
C -0.74357 -3.94066 -4.82402
C -0.43790 -4.79236 -3.62087
C -4.25859 -2.76650 -3.96156
H -0.15771 -3.06382 -5.09973
H -0.45338 -4.63797 -5.60993
H -1.06228 -5.68256 -3.54475
H -0.67194 -4.34459 -2.65505
H 0.57283 -5.19578 -3.55930
H -4.62939 -2.92471 -4.97427
H -4.69139 -1.82523 -3.62274
H -4.69029 -3.51495 -3.29706
C 6.28368 -0.15589 -2.82470
C 7.67832 -0.62787 -2.29202
C 9.01321 -0.04912 -2.91419
C 8.96315 1.34678 -3.39396
N 9.01170 2.48569 -3.69793
H 6.16994 0.92471 -2.73830
H 5.51939 -0.54036 -2.14932
H 6.07712 -0.30907 -3.88393
H 7.67462 -1.71539 -2.36539
H 7.66642 -0.34878 -1.23842
H 9.20922 -0.72747 -3.74457
H 9.85877 -0.20576 -2.24442
C -2.98515 -0.11026 5.44025
C -3.83569 -0.91797 4.46540
O -4.10588 -0.00902 3.36362
C -3.83289 1.21567 3.78359
O -4.04737 2.26300 3.21797
O -3.10431 1.25056 4.95703
H -1.96050 -0.46112 5.31743
H -3.32367 -0.29589 6.45958
H -4.67063 -1.36868 5.00192
H -3.34137 -1.64239 3.81813
C 0.44575 5.76263 1.36042
C 1.65271 6.73649 1.49249
O 1.61921 6.95758 2.89949
C 1.05467 5.83733 3.48237
O 0.89657 5.62093 4.66210
O 0.58522 5.02795 2.53260
H 0.58929 5.21785 0.42730
H -0.55036 6.20499 1.37388
H 1.53787 7.71770 1.03191
H 2.64719 6.30914 1.36411
C -8.36494 -1.85117 -0.25726
C -8.03323 -2.25498 -1.63895
O -6.70943 -1.94472 -1.83045
C -6.15816 -1.58875 -0.61116
O -4.90465 -1.68125 -0.32665
O -7.08316 -1.45841 0.32895
H -8.93512 -2.65734 0.20437
H -8.93453 -0.92783 -0.36264
H -8.58807 -1.62023 -2.32986
H -8.12313 -3.30224 -1.92751
C 3.74317 -7.30671 -0.46732
C 5.27147 -7.44160 -0.31549
O 5.72456 -6.36681 -1.12204
C 4.74742 -5.41016 -1.21680
O 4.92848 -4.21533 -1.59086
O 3.57387 -5.92517 -0.69713
H 3.16474 -7.67098 0.38169
H 3.49628 -7.77101 -1.42208
H 5.69221 -8.32843 -0.78941
H 5.73068 -7.29214 0.66169



Below is a cluster of 3 separate species, C46H89N3O8 in total in a non-equilibrium geometry, with properties calculated with wB97M-V/def2-TZVPD.

Summary:
Energy relative to the best compared isomer or geometry (same formula, charge and spin) = 6.152 eV
2S+1 = 3
Molar mass = 812.2 g mol⁻¹
Frontier orbital gap (spin up / spin down) = 8.40 / 8.89 eV
Total energy = -69981.205 eV

CARTESIAN COORDINATES (ANGSTROEM)
C 17.71796 2.96423 -0.96492
C 17.17937 2.75154 -2.47784
C 16.44971 1.28891 -2.49841
C 14.86027 1.43451 -2.76194
C 14.10851 0.66463 -1.54317
C 12.55107 0.36390 -1.85966
C 12.09435 -1.05816 -1.22434
C 10.79814 -1.68540 -1.95516
C 9.40534 -1.03949 -1.42515
C 8.17101 -2.02535 -1.77208
C 6.82596 -1.22660 -2.19586
C 5.66421 -2.19298 -2.74809
C 4.22157 -1.93220 -2.04861
C 3.38158 -0.74659 -2.73258
C 1.98042 -1.20790 -3.38126
C 0.93352 -1.81537 -2.32246
C 0.24918 -0.72100 -1.36694
C -1.06442 -0.02511 -1.97759
C -2.39953 -0.22808 -1.12068
C -3.61430 -0.21606 -2.22854
O -4.12005 -1.56983 -2.50462
N -5.33874 -1.74771 -1.88715
O -6.23176 -1.46743 -2.62315
O -2.61124 -1.53618 -0.48217
C -3.37787 -1.19850 0.70692
O -4.38267 -1.74717 1.17282
O -2.67989 -0.00890 1.16611
C -2.84146 0.85336 -0.02335
C -2.15469 2.29683 0.03118
C -3.11451 3.48865 -0.48859
C -3.70359 3.26282 -1.96387
C -3.64672 4.66429 -2.80191
C -2.26799 4.81585 -3.61882
O -1.10294 4.41776 -2.82435
C -0.42567 3.41846 -3.63174
H 18.35546 3.90198 -0.84015
H 16.78055 2.98332 -0.29148
H 18.34670 2.06084 -0.64223
H 16.42382 3.58154 -2.69769
H 17.99922 2.82448 -3.26772
H 16.98274 0.63457 -3.27316
H 16.57948 0.76212 -1.47986
H 14.54884 2.54303 -2.65168
H 14.52185 1.03416 -3.78100
H 14.65965 -0.30355 -1.24519
H 14.18606 1.37766 -0.63458
H 12.41776 0.32340 -2.99322
H 11.85661 1.17484 -1.41530
H 11.98290 -0.96838 -0.08793
H 12.98091 -1.78029 -1.41083
H 10.80692 -2.83049 -1.80394
H 10.85439 -1.41426 -3.07888
H 9.53344 -0.92789 -0.28156
H 9.20380 -0.01538 -1.88932
H 7.93870 -2.67163 -0.84220
H 8.53918 -2.74377 -2.57907
H 6.50898 -0.52424 -1.35483
H 7.14257 -0.56125 -3.09023
H 5.63165 -2.12746 -3.88797
H 5.97936 -3.26830 -2.48203
H 4.47499 -1.57883 -0.97529
H 3.67386 -2.92911 -1.96600
H 4.02371 -0.36113 -3.61731
H 3.27038 0.15466 -2.02827
H 2.24151 -2.05103 -4.13168
H 1.56075 -0.35186 -4.01895
H 0.10353 -2.33701 -2.92178
H 1.49959 -2.59273 -1.69390
H -0.06840 -1.28450 -0.40802
H 0.97368 0.10018 -1.01092
H -1.25707 -0.53311 -3.00020
H -0.87314 1.09040 -2.18557
H -4.52466 0.38559 -1.86002
H -3.25389 0.31676 -3.18037
H -3.96516 1.11666 0.07027
H -1.12774 2.36665 -0.46251
H -1.97486 2.52344 1.15356
H -2.50922 4.45931 -0.47266
H -4.01567 3.66612 0.21248
H -3.14127 2.50027 -2.60020
H -4.82046 2.97468 -1.95202
H -4.51248 4.64720 -3.57036
H -3.84876 5.54446 -2.08453
H -2.15719 5.93479 -3.89011
H -2.31738 4.26090 -4.63183
H -0.07804 3.81962 -4.64567
H 0.47065 2.93153 -3.10917
H -1.18572 2.56527 -3.81203
C -5.27021 -4.02559 3.32951
C -5.21451 -5.40771 2.62695
C -6.65063 -5.92849 2.39717
C -7.32577 -6.40926 3.67839
C -6.45600 -7.42719 4.40618
C -5.00985 -6.94457 4.64817
N -4.38065 -6.35961 3.42488
O -4.03538 -7.39271 2.60974
C -4.99038 -5.90539 5.79383
C -4.19097 -8.13031 5.22517
C -4.57771 -5.09294 1.24914
H -5.43984 -3.21884 2.61362
H -6.08511 -3.94336 4.05034
H -4.32943 -3.79812 3.83910
H -6.63655 -6.75592 1.67823
H -7.26201 -5.14103 1.94363
H -7.55033 -5.56474 4.33735
H -8.28880 -6.86522 3.42988
H -6.92800 -7.68611 5.35897
H -6.44024 -8.35051 3.81541
H -3.99290 -5.46813 5.90936
H -5.25272 -6.36797 6.74863
H -5.70218 -5.09200 5.66074
H -4.21350 -9.01037 4.57845
H -4.59602 -8.44732 6.19062
H -3.14677 -7.84691 5.38578
H -3.56142 -4.69827 1.36621
H -5.16067 -4.33632 0.71540
H -4.53410 -5.96091 0.58874
C -7.39050 5.36055 3.97194
C -7.52098 5.54413 2.43719
C -8.99330 5.84176 2.07586
C -9.89634 4.61664 2.18410
C -9.33347 3.44985 1.38188
C -7.86052 3.12632 1.71101
N -6.98843 4.34100 1.72621
O -6.75601 4.69286 0.43313
C -7.77618 2.40516 3.07689
C -7.36159 2.05247 0.70683
C -6.67558 6.81075 2.14644
H -7.31408 6.32328 4.48424
H -8.25322 4.86617 4.41981
H -6.49081 4.79530 4.23158
H -9.05460 6.23145 1.05313
H -9.38199 6.63208 2.72698
H -10.02959 4.32584 3.23073
H -10.89282 4.86847 1.80956
H -9.95649 2.56608 1.54911
H -9.42698 3.68884 0.31607
H -6.73376 2.26404 3.38195
H -8.23481 1.41465 3.02732
H -8.29573 2.92503 3.88056
H -7.47732 2.36452 -0.33389
H -7.93197 1.12569 0.81535
H -6.30844 1.81035 0.87970
H -5.62312 6.65057 2.41009
H -7.03320 7.66034 2.73648
H -6.72274 7.12770 1.10325



Below is a structure of composition C5H7N in a non-equilibrium geometry, with properties calculated with wB97M-V/def2-TZVPD.

Summary:
Energy relative to the best compared isomer or geometry (same formula, charge and spin) = 4.626 eV
Molar mass = 81.1 g mol⁻¹
Frontier orbital gap (spin up / spin down) = 7.29 / 6.20 eV
Total energy = -6783.886 eV

CARTESIAN COORDINATES (ANGSTROEM)
C 2.01001 -0.11102 -0.13389
C 0.63232 -0.08792 -0.19036
C -0.28526 -1.11505 -0.48272
N -1.56260 -0.66984 -0.19457
C -1.57293 0.54895 0.33418
C -0.16404 1.00560 0.45473
H 0.83435 0.82700 1.45067
H 2.49957 -0.99006 -0.54026
H 2.59302 0.81144 -0.19827
H -0.09581 -2.09204 -0.88772
H -2.39341 -1.22789 -0.39441
H -2.50123 1.04505 0.56089
H 0.00602 2.05577 0.22173



Below is a structure of composition C54H46BF4N7P2Ti, with properties calculated with wB97M-V/def2-TZVPD.

Summary:
Energy relative to the best compared isomer or geometry (same formula, charge and spin) = 0.000 eV
2S+1 = 3
Molar mass = 989.6 g mol⁻¹
Frontier orbital gap (spin up / spin down) = 6.09 / 6.74 eV
Total energy = -120423.366 eV

CARTESIAN COORDINATES (ANGSTROEM)
Ti -0.40397 -0.15379 0.19782
N 0.94751 -3.39089 -2.99362
C 0.72931 -2.19884 -2.41687
N 0.67034 -1.97994 -1.14960
C 0.80026 -3.07180 -0.28159
N 0.74071 -2.91271 0.99184
N 0.50603 -1.60360 1.34843
C 0.83142 -1.30739 2.60345
C 0.70920 0.04327 2.97245
C 1.02254 0.53685 4.25945
C 0.88610 1.86954 4.52242
C 0.42009 2.72742 3.50245
C 0.12877 2.18641 2.27850
N 0.27486 0.88367 1.98015
C 1.02273 -4.40640 -0.83980
C 1.16447 -5.54141 -0.04040
C 1.37348 -6.77663 -0.61809
C 1.43996 -6.89796 -2.00616
C 1.29960 -5.78735 -2.81299
C 1.09084 -4.54492 -2.22234
H 0.87124 -3.46293 -3.99421
H 0.60459 -1.36928 -3.10372
H 1.17460 -2.07657 3.28412
H 1.35658 -0.16052 5.01680
H 1.11873 2.26280 5.50342
H 0.28094 3.78510 3.67293
H -0.26687 2.80679 1.48315
H 1.09927 -5.42438 1.03240
H 1.47884 -7.65428 0.00507
H 1.59736 -7.86954 -2.45543
H 1.34337 -5.87275 -3.89202
C 0.73344 3.21542 -1.32005
N 1.80182 2.89351 -2.23622
C 2.34499 1.55688 -2.30151
P 2.35684 0.72169 -0.65351
C 3.42373 1.83003 0.33434
C 4.21378 2.83742 -0.21935
C 4.98209 3.65403 0.59750
C 4.97832 3.47217 1.97352
C 4.20011 2.46973 2.53239
C 3.42210 1.66084 1.71787
C 3.42969 -0.72080 -0.97128
C 3.66459 -1.57812 0.10434
C 4.38077 -2.74983 -0.07003
C 4.86291 -3.09038 -1.32750
C 4.63977 -2.24318 -2.40101
C 3.93095 -1.06046 -2.22456
C 2.28675 3.85955 -3.12124
C 2.81215 3.48357 -4.36154
C 3.30314 4.43864 -5.23776
C 3.27343 5.78615 -4.91131
C 2.75308 6.16485 -3.68218
C 2.27419 5.21868 -2.79003
P -0.69659 2.02295 -1.44885
C -0.85561 1.91883 -3.25832
C -1.00555 0.67686 -3.85727
C -1.11437 0.56836 -5.23910
C -1.06023 1.70643 -6.02556
C -0.91776 2.95766 -5.43224
C -0.82531 3.06460 -4.05634
C -2.11519 3.05304 -0.96855
C -1.99083 4.19517 -0.18230
C -3.12191 4.88996 0.22631
C -4.38079 4.44891 -0.14969
C -4.50936 3.31059 -0.93526
C -3.38511 2.61021 -1.33972
H 0.34626 4.19717 -1.58606
H 1.07021 3.27029 -0.27630
H 3.36834 1.62714 -2.67661
H 1.79481 0.90068 -2.99443
H 4.23913 3.00342 -1.28782
H 5.58747 4.43432 0.15406
H 5.57796 4.11335 2.60671
H 4.18238 2.31928 3.60428
H 2.80303 0.89690 2.17046
H 3.25483 -1.34413 1.08008
H 4.54145 -3.40969 0.77287
H 5.40674 -4.01557 -1.46816
H 5.01838 -2.49934 -3.38263
H 3.76914 -0.42062 -3.08239
H 2.80292 2.44359 -4.66066
H 3.69697 4.12182 -6.19532
H 3.65052 6.52849 -5.60136
H 2.73388 7.20997 -3.39988
H 1.91607 5.53944 -1.82061
H -1.07541 -0.21156 -3.24949
H -1.26114 -0.40726 -5.68477
H -1.14268 1.62937 -7.10233
H -0.88307 3.84940 -6.04475
H -0.73112 4.04479 -3.60339
H -1.01694 4.56149 0.12163
H -3.01602 5.77638 0.83854
H -5.26277 4.98827 0.17035
H -5.48972 2.95721 -1.22678
H -3.49509 1.70786 -1.93123
F -3.46755 -0.66581 -2.44110
B -2.76598 -1.78669 -2.02554
F -3.55490 -2.72257 -1.40791
F -2.01448 -2.33907 -3.07343
F -1.76872 -1.31678 -1.03538
C -2.38296 0.39892 0.97869
C -2.58019 -0.57035 2.07392
C -2.32253 -0.19940 3.40375
C -2.37700 -1.11526 4.43497
C -2.69527 -2.44614 4.16442
C -2.98711 -2.83047 2.85539
C -2.93704 -1.90637 1.83016
C -2.72508 -3.40707 5.22846
N -2.74088 -4.18077 6.08006
H -2.43206 1.42654 1.34362
H -3.09243 0.26019 0.16353
H -2.07089 0.83239 3.62334
H -2.17052 -0.80779 5.45229
H -3.25195 -3.85842 2.64518
H -3.16834 -2.22484 0.82255



Below is an isolated molecule of C6H10Cl2N2O in a non-equilibrium geometry, with properties calculated with wB97M-V/def2-TZVPD.

Summary:
Energy relative to the best compared isomer or geometry (same formula, charge and spin) = 0.474 eV
SMILES = CC1(C)N=[N+]([O-])[C@@](C)(Cl)[C@H]1Cl
Molar mass = 197.1 g mol⁻¹
Frontier orbital gap = 10.52 eV
Total energy = -36453.611 eV

CARTESIAN COORDINATES (ANGSTROEM)
C 0.32570 -1.74908 -1.50640
C -0.09984 -0.96888 -0.26119
C -0.42107 -1.92695 0.93509
N -1.28444 -0.29675 -0.56703
N -1.35911 0.85565 -0.24214
O -2.19548 1.68476 -0.46602
C -0.00233 1.30118 0.55592
C 0.27610 2.68203 0.12395
Cl -0.53706 1.38334 2.25377
C 0.86491 0.15998 0.15909
Cl 1.95026 -0.31321 1.45257
H -0.57369 -2.23801 -1.85053
H 0.99254 -2.50535 -1.21901
H 0.89893 -1.21659 -2.24175
H -1.30094 -2.33669 0.64865
H -0.65490 -1.50426 1.87015
H 0.40118 -2.53422 1.07436
H 1.30534 3.06733 0.44890
H -0.50584 3.41623 0.35975
H 0.32128 2.58369 -0.86833
H 1.59846 0.45581 -0.65981